Entry 1:
C30H39F21O18S | the ωB97M-V functional and the def2-TZVPD basis

CARTESIAN COORDINATES (ANGSTROEM)
S  8.903  -7.051  -21.754
F  9.947  -0.626  -22.841
F  11.916  -9.665  -27.860
F  10.252  -8.823  -26.733
F  9.504  -0.564  -17.713
F  8.189  -8.639  -18.158
F  7.561  -6.848  -31.312
F  14.791  -7.346  -21.989
F  4.747  -6.376  -22.208
F  7.864  0.781  -18.250
F  6.166  -8.116  -18.561
F  2.640  -6.429  -21.792
F  5.471  -6.746  -30.683
F  12.294  -8.372  -26.186
F  3.992  -5.646  -20.299
F  8.533  0.648  -23.859
F  7.058  -9.831  -19.566
F  9.767  0.930  -19.250
F  10.211  1.554  -22.906
F  12.995  -6.136  -22.261
F  13.394  -7.023  -20.352
F  6.767  -4.996  -30.568
O  8.289  -6.888  -28.728
O  7.851  -0.492  -20.789
O  6.146  -6.768  -28.143
O  9.524  -7.828  -23.023
O  2.578  -4.200  -22.976
O  11.629  -0.528  -24.806
O  12.191  -9.132  -21.095
O  10.812  -10.616  -24.694
O  5.384  -9.829  -16.814
O  12.348  -11.442  -26.074
O  7.496  -6.885  -21.947
O  4.464  -3.457  -22.002
O  9.377  -7.623  -20.538
O  10.205  0.782  -25.917
O  12.613  -8.795  -23.250
O  9.695  -5.680  -22.102
O  7.291  -10.995  -16.912
O  8.530  -2.179  -19.516
C  12.493  -12.631  -25.310
C  6.984  -9.157  -18.420
C  7.137  -6.681  -28.996
C  12.744  -8.504  -22.089
C  6.433  -7.109  -26.791
C  11.456  -10.355  -21.307
C  3.659  -4.306  -22.229
C  10.939  -10.912  -20.000
C  13.303  -13.654  -26.117
C  9.823  0.471  -23.581
C  6.580  -10.118  -17.299
C  2.347  -3.005  -23.719
C  1.035  -2.391  -23.305
C  8.895  0.068  -18.716
C  7.424  -4.296  -19.240
C  11.465  -10.536  -25.683
C  7.745  -3.182  -20.182
C  3.909  -9.766  -14.914
C  12.318  -0.875  -26.015
C  6.711  -6.341  -30.433
C  10.606  0.303  -24.901
C  11.482  -9.325  -26.655
C  9.930  -6.921  -24.027
C  13.047  -2.193  -25.760
C  7.052  -5.983  -25.983
C  9.765  -5.496  -23.519
C  4.969  -10.571  -15.649
C  13.508  -7.215  -21.675
C  8.361  -0.902  -19.785
C  3.759  -5.718  -21.597
H  10.474  -10.125  -19.413
H  11.686  -11.518  -19.491
H  3.729  -10.180  -13.925
H  12.703  -14.566  -26.122
H  3.200  -2.333  -23.793
H  14.180  -13.965  -25.549
H  1.063  -2.043  -22.270
H  8.788  -5.108  -23.823
H  10.149  -11.617  -20.271
H  0.154  -2.999  -23.505
H  12.072  -11.038  -21.892
H  5.514  -7.462  -26.332
H  4.030  -8.688  -14.894
H  13.042  -0.166  -26.411
H  11.511  -13.045  -25.068
H  4.686  -11.586  -15.909
H  7.449  -4.011  -18.178
H  8.246  -3.449  -21.118
H  9.388  -7.204  -24.928
H  5.847  -10.614  -14.999
H  12.369  -3.009  -25.518
H  8.175  -5.086  -19.230
H  6.358  -4.527  -19.257
H  7.170  -6.185  -24.918
H  8.029  -5.796  -26.430
H  2.978  -9.930  -15.472
H  10.552  -4.840  -23.869
H  10.651  -10.011  -21.961
H  6.452  -5.070  -25.972
H  12.957  -12.374  -24.354
H  11.545  -1.057  -26.763
H  0.768  -1.480  -23.853
H  2.217  -3.327  -24.759
H  13.505  -2.417  -26.727
H  6.841  -2.745  -20.625
H  13.818  -2.099  -24.999
H  13.535  -13.326  -27.123
H  10.991  -7.015  -24.275
H  7.134  -7.946  -26.791

The calculation puts the electronic energy at -136500.153 eV. The LUMO energy comes out at 0.289 eV. As for the molar mass: 1118.6 g mol⁻¹. For the frontier orbital gap, the calculation gives 0.4090 Ha.


Entry 2:
C30H39NO6 | the ωB97M-V functional and the def2-TZVPD basis

CARTESIAN COORDINATES (ANGSTROEM)
O  2.222  9.167  1.886
O  -0.285  5.211  2.134
O  -2.793  -3.932  2.691
O  2.640  8.799  -0.863
O  1.238  -6.087  2.134
O  0.417  4.687  -0.513
N  -0.788  -5.111  2.756
C  -2.573  0.409  0.482
C  4.100  -1.183  1.300
C  -2.439  1.619  1.445
C  0.949  7.233  2.009
C  -4.373  -0.516  -1.156
C  0.122  1.878  1.684
C  1.473  1.080  -0.368
C  3.470  -0.210  -1.456
C  -1.538  -3.818  -1.650
C  -3.529  -2.512  -2.588
C  0.276  -5.128  -0.742
C  -0.370  -4.543  -1.791
C  0.761  5.752  0.035
C  0.217  -5.501  1.843
C  0.420  6.049  1.516
C  -2.157  -3.178  -2.875
C  1.985  -0.242  -1.041
C  4.887  -1.741  0.105
C  -3.222  -1.114  -1.983
C  1.485  6.738  -0.703
C  -1.154  2.415  1.050
C  -0.265  -5.001  0.506
C  1.755  8.184  1.294
C  -1.818  -4.366  2.121
C  2.007  7.938  -0.217
C  -4.003  -0.160  0.303
C  -2.079  -3.718  -0.385
C  -1.446  -4.311  0.661
C  0.778  0.697  0.950
C  4.194  -1.568  -1.269
H  1.369  -0.523  -1.904
H  0.105  -0.143  0.738
H  -1.089  2.552  -0.031
H  -4.073  -2.416  -3.531
H  -3.324  2.257  1.470
H  -2.192  0.726  -0.492
H  -2.216  1.205  2.436
H  5.877  -1.272  0.110
H  3.615  0.065  -2.505
H  -4.114  -3.124  -1.899
H  0.762  7.505  3.045
H  1.202  -5.680  -0.857
H  2.349  1.709  -0.219
H  -2.289  -1.233  -1.428
H  5.031  -2.813  0.286
H  0.046  -4.636  -2.790
H  -2.313  -3.957  -3.630
H  -2.992  -3.170  -0.189
H  1.561  0.292  1.609
H  1.877  -1.066  -0.325
H  -0.483  -4.597  3.577
H  4.008  0.531  -0.857
H  -5.183  -1.258  -1.114
H  -0.001  1.641  2.748
H  -1.300  3.427  1.465
H  4.987  -1.673  -2.021
H  3.174  -1.761  1.398
H  -4.716  0.599  0.646
H  -1.966  -0.397  0.903
H  -2.989  -0.468  -2.836
H  1.628  6.487  -1.751
H  3.508  -2.408  -1.432
H  4.645  -1.318  2.239
H  -1.507  -2.408  -3.301
H  -4.819  0.359  -1.636
H  0.847  2.702  1.656
H  0.734  1.513  -1.043
H  -4.136  -1.025  0.964
H  3.815  -0.137  1.196

The calculation puts the electronic energy at -45518.020 eV. The LUMO energy comes out at 2.342 eV. The net charge is -2. As for the molar mass: 509.6 g mol⁻¹. For the frontier orbital gap, the calculation gives 0.0840 Ha.